C9H13NO2 | wB97M-V/def2-TZVPD

Geometry (Å):
C 3.497 -0.574 2.672
C 2.147 -0.392 2.080
C 1.379 0.594 2.686
C 0.218 1.014 2.020
C -0.060 0.350 0.754
O -1.080 0.774 -0.074
C 0.613 -0.792 0.289
C 1.760 -1.134 0.986
H 4.134 0.227 2.470
H 3.881 -1.375 1.984
H 3.282 -0.849 3.609
H 1.671 0.984 3.573
H -0.403 1.877 2.310
H -1.387 1.661 0.099
H 0.379 -1.382 -0.598
H 2.438 -1.962 0.583
C -3.523 0.053 -2.342
C -2.458 0.378 -3.372
N -1.166 -0.013 -3.128
O -2.802 0.573 -4.524
H -3.165 0.344 -1.282
H -3.695 -1.035 -2.363
H -4.489 0.726 -2.477
H -0.434 -0.206 -3.756
H -0.740 0.158 -2.200

Values from the calculation:
Energy above the lowest of the compared OMol25 structures with the same formula, charge and spin, eV: 1.910
SMILES: Cc1ccc(O)cc1.CC(N)=O
HOMO level, eV: -8.6
LUMO, eV: 0.56
E_tot, eV: -15127.7216

For each atom in turn, the Löwdin charge in e is:
1. C -0.04
2. C -0.31
3. C -0.04
4. C 0.02
5. C -0.27
6. O -0.01
7. C -0.02
8. C -0.06
9. H 0.07
10. H 0.09
11. H 0.04
12. H 0.08
13. H 0.11
14. H 0.10
15. H 0.12
16. H 0.14
17. C -0.03
18. C -0.59
19. N 0.15
20. O 0.02
21. H 0.07
22. H 0.08
23. H 0.12
24. H 0.08
25. H 0.07

***

C9H13NO2 | wB97M-V/def2-TZVPD

Geometry (Å):
C 0.975 0.736 1.552
C -0.316 0.020 2.079
C -1.668 0.797 2.036
C -0.602 -1.194 1.328
O -1.669 -1.394 0.795
O 0.351 -2.145 1.368
H 0.770 0.838 0.508
H 1.128 1.734 1.890
H 1.855 0.269 1.817
H -0.064 -0.231 3.227
H -1.869 1.003 0.995
H -2.330 0.092 2.316
H -1.566 1.701 2.613
H 0.121 -2.921 0.856
C 0.288 0.967 -2.837
C 1.510 0.755 -2.277
C 1.620 -0.302 -1.412
N 0.600 -1.004 -0.971
C -0.520 -0.951 -1.732
C -0.762 0.049 -2.572
H 0.236 1.787 -3.547
H 2.450 1.227 -2.630
H 2.428 -0.420 -0.818
H -1.283 -1.671 -1.502
H -1.681 0.260 -3.082

Values from the calculation:
Energy above the lowest of the compared OMol25 structures with the same formula, charge and spin, eV: 2.093
SMILES: CC(C)C(=O)O.c1ccncc1
HOMO level, eV: -9.6
LUMO, eV: 0.72
E_tot, eV: -15127.5388

For each atom in turn, the Löwdin charge in e is:
1. C -0.03
2. C -0.29
3. C -0.04
4. C -0.57
5. O 0.07
6. O 0.09
7. H 0.05
8. H 0.07
9. H 0.06
10. H 0.19
11. H 0.08
12. H 0.04
13. H 0.08
14. H 0.12
15. C -0.06
16. C -0.08
17. C -0.17
18. N 0.07
19. C -0.14
20. C -0.06
21. H 0.11
22. H 0.12
23. H 0.08
24. H 0.11
25. H 0.10

***

C9H13NO2 | wB97M-V/def2-TZVPD

Geometry (Å):
C 1.008 0.475 1.858
C 0.871 1.997 1.416
C 0.069 2.444 0.299
C 0.332 1.588 -0.843
C -0.142 0.301 -0.472
C -0.092 -0.722 -1.675
C -0.421 -2.318 -1.362
C -0.948 -2.366 0.000
C -0.265 -1.537 1.113
H 0.590 2.263 2.558
H 1.870 2.344 1.657
H 0.359 3.522 -0.119
H -0.971 2.068 0.660
H 1.589 1.645 -0.679
H -0.005 1.788 -1.904
H -1.320 0.527 -0.093
H 0.871 -0.499 -2.537
H -1.080 -0.297 -2.222
H 0.587 -3.016 -1.326
H -1.366 -2.410 -2.304
H -0.997 -3.524 0.050
H -1.827 -1.995 -0.159
N 0.414 -0.370 0.790
O 1.409 0.304 3.087
O -0.535 -2.212 2.206

Values from the calculation:
Energy above the lowest of the compared OMol25 structures with the same formula, charge and spin, eV: 8.116
HOMO level, eV: -9.4
LUMO, eV: 0.30
E_tot, eV: -15121.5159

For each atom in turn, the Löwdin charge in e is:
1. C -0.23
2. C -0.17
3. C -0.26
4. C -0.26
5. C -0.35
6. C -0.15
7. C -0.21
8. C -0.21
9. C -0.29
10. H 0.17
11. H 0.11
12. H 0.18
13. H 0.14
14. H 0.21
15. H 0.15
16. H 0.20
17. H 0.18
18. H 0.12
19. H 0.15
20. H 0.19
21. H 0.16
22. H 0.05
23. N 0.10
24. O 0.02
25. O 0.01

***

C9H13NO2 | wB97M-V/def2-TZVPD

Geometry (Å):
C -0.664 -1.471 2.182
C 0.818 -1.221 1.819
C 1.337 -1.639 0.446
C 0.596 -1.387 -0.845
N -0.100 0.000 -1.042
C -1.418 0.144 -1.340
C -2.039 1.326 -1.263
C -1.326 2.503 -1.053
C 0.063 2.469 -0.983
O 0.831 3.529 -0.794
C 0.798 1.109 -0.887
O 2.016 1.090 -0.778
H -1.379 -0.922 1.428
H -0.945 -1.153 3.200
H -0.972 -2.488 1.971
H 1.436 -1.688 2.638
H 1.009 -0.077 1.852
H 2.224 -1.044 0.303
H 1.679 -2.790 0.392
H -0.192 -2.134 -1.165
H 1.374 -1.343 -1.609
H -1.920 -0.823 -1.572
H -3.114 1.352 -1.269
H -1.813 3.457 -1.066
H 1.701 3.198 -0.565

Values from the calculation:
Energy above the lowest of the compared OMol25 structures with the same formula, charge and spin, eV: 1.570
SMILES: CCCCn1cccc(O)c1=O
HOMO level, eV: -7.8
LUMO, eV: 0.80
E_tot, eV: -15128.0618

For each atom in turn, the Löwdin charge in e is:
1. C -0.12
2. C -0.26
3. C -0.23
4. C -0.11
5. N 0.01
6. C -0.12
7. C -0.11
8. C -0.01
9. C -0.22
10. O 0.09
11. C -0.33
12. O 0.05
13. H 0.09
14. H 0.07
15. H 0.05
16. H 0.11
17. H 0.13
18. H 0.08
19. H 0.16
20. H 0.13
21. H 0.11
22. H 0.13
23. H 0.10
24. H 0.11
25. H 0.10

***

Number 1: strongest force on any atom 5.3 eV/A. Number 2: strongest force on any atom 4.4 eV/A. Number 3: strongest force on any atom 7.3 eV/A. Number 4: strongest force on any atom 3.8 eV/A.